Entry 1:
# C11H12BrClTm

A structure of composition C11H12BrClTm in a non-equilibrium geometry (ωB97M-V with the def2-TZVPD basis set, the OMol25 dataset).

Positions of all 26 atoms, in Å:
C 2.112 0.674 0.379
C 1.989 1.900 -0.342
C 1.063 2.765 0.380
H 2.495 2.096 -1.285
C 0.585 2.002 1.519
C 1.234 0.736 1.522
H 1.187 -0.011 2.323
H 2.793 -0.171 0.200
H 0.624 3.697 -0.027
H -0.224 2.297 2.198
Tm -0.343 1.182 -0.617
Br -0.023 1.255 -3.212
C -1.465 -2.340 -0.798
C -0.898 -2.443 0.497
C 0.513 -2.423 0.376
H -1.447 -2.429 1.445
C 0.838 -2.295 -1.008
C -0.388 -2.248 -1.737
H -0.505 -2.069 -2.797
H -2.518 -2.226 -1.012
H 1.245 -2.420 1.182
H 1.817 -2.149 -1.432
Cl -2.692 2.384 -0.360
C -2.451 0.924 0.601
H -2.378 1.179 1.670
H -3.165 0.133 0.335

Results
maximum force = 3.897 eV Å⁻¹
HOMO-LUMO gap (spin up / spin down) = 0.2184 / 0.2186 Ha
2S+1 = 3
total charge = -1
E_HOMO (spin up / spin down) = -0.1198 / -0.1199 Ha
E = -4545.81644 Eh

=====

Entry 2:
# C11H12ClHfNO2

A structure of composition C11H12ClHfNO2 in a non-equilibrium geometry (ωB97M-V with the def2-TZVPD basis set, the OMol25 dataset).

Positions of all 28 atoms, in Å:
Cl 0.606 4.680 -1.155
C -2.037 -0.209 -1.707
C -1.116 -1.322 -1.376
C 0.169 -1.083 -2.062
H -1.369 -2.212 -0.866
C -0.010 0.181 -2.814
C -1.330 0.731 -2.580
H -1.754 1.603 -3.120
H -3.089 -0.218 -1.487
H 1.018 -1.768 -2.147
C 1.047 0.809 -3.691
Hf -0.260 0.277 -0.425
C 2.051 1.033 -0.298
O 3.199 1.048 -0.152
C -1.662 1.910 0.734
O -2.468 2.360 1.445
H 2.064 0.623 -3.276
H 0.851 1.908 -3.708
H 1.004 0.415 -4.742
C 0.595 -0.752 4.637
C 0.203 -1.755 3.440
C 0.017 -1.255 2.159
N -0.078 -0.670 1.166
H 1.632 -0.342 4.430
H 0.629 -1.246 5.662
H -0.188 0.068 4.678
H 0.954 -2.532 3.468
H -0.679 -2.281 3.788

Results
maximum force = 10.767 eV Å⁻¹
HOMO-LUMO gap (spin up / spin down) = 0.1496 / 0.1495 Ha
total charge = +2
E_HOMO (spin up / spin down) = -0.5281 / -0.5279 Ha
E = -1138.99171 Eh

=====

Entry 3:
# C11H12ClNO3S

A structure of composition C11H12ClNO3S in a non-equilibrium geometry (ωB97M-V with the def2-TZVPD basis set, the OMol25 dataset).

Positions of all 29 atoms, in Å:
C -4.205 -0.019 2.004
N -3.190 -0.377 0.856
C -3.591 -0.840 -0.317
O -4.842 -1.259 -0.566
C -2.611 -1.373 -1.464
H -2.948 -0.740 -2.176
H -2.695 -2.395 -1.355
O -1.360 -0.803 -0.994
C -0.968 0.439 -1.291
O -1.537 1.157 -1.824
C 0.407 0.843 -0.674
C 1.259 -0.318 -0.756
C 2.699 -0.409 -0.348
C 3.112 1.128 0.196
C 2.190 2.081 0.009
C 0.823 1.881 -0.164
Cl -0.154 3.087 -0.219
H 2.483 3.024 0.532
H 4.206 1.327 0.424
S 3.680 -1.606 -0.129
C 5.275 -1.036 0.221
H 5.570 -0.181 -0.222
H 5.237 -0.529 1.379
H 5.921 -1.841 0.474
H 1.038 -1.225 -1.207
H -2.280 -0.157 0.989
H -4.002 -0.750 2.830
H -4.181 1.215 2.089
H -5.337 -0.326 1.702

Results
maximum force = 19.508 eV Å⁻¹
HOMO-LUMO gap = 0.3016 Ha
E_HOMO = -0.2838 Ha
E = -1564.91911 Eh

=====

Entry 4:
# C11H12ClNO4S

An isolated molecule of C11H12ClNO4S in a non-equilibrium geometry (ωB97M-V with the def2-TZVPD basis set, the OMol25 dataset).

Positions of all 30 atoms, in Å:
O 2.103 -2.482 1.471
C 1.016 -1.848 1.368
Cl 0.311 -1.072 2.856
C 0.333 -1.823 -0.073
C 0.713 -0.524 -0.966
C 2.293 -0.418 -1.235
C 3.138 0.306 -0.083
S 2.242 1.914 0.281
O 2.281 2.728 -0.984
O 2.940 2.700 1.352
O 0.678 1.430 0.720
C 0.030 0.844 -0.437
C -1.500 0.618 -0.063
C -2.590 0.107 -1.059
C -4.063 -0.161 -0.720
N -4.555 0.067 0.590
C -3.605 0.548 1.521
C -2.110 0.874 1.366
H -0.804 -2.026 -0.049
H 0.774 -2.723 -0.648
H 0.226 -0.723 -1.997
H 2.685 -1.505 -1.291
H 2.515 0.030 -2.271
H 4.231 0.525 -0.376
H 3.183 -0.251 0.911
H 0.037 1.562 -1.345
H -2.258 -0.085 -2.143
H -4.769 -0.565 -1.517
H -4.016 0.713 2.586
H -1.462 1.244 2.231

Results
maximum force = 5.607 eV Å⁻¹
HOMO-LUMO gap = 0.3458 Ha
SMILES string = O=C(Cl)C[C@@H]1CCS(=O)(=O)O[C@@H]1c1ccncc1
E_HOMO = -0.3511 Ha
E = -1640.27084 Eh

=====

Entry 5:
# C11H12CrN2P

A structure of composition C11H12CrN2P in a non-equilibrium geometry (ωB97M-V with the def2-TZVPD basis set, the OMol25 dataset).

Positions of all 27 atoms, in Å:
C -2.355 -1.793 -0.804
C -1.911 -3.039 -1.365
C -1.398 -3.864 -0.344
C -1.590 -3.193 0.902
C -2.138 -1.884 0.666
Cr -1.382 1.467 0.485
P -1.856 3.510 -0.448
H -2.785 -0.899 -1.323
H -1.956 -3.254 -2.422
H -0.854 -4.802 -0.460
H -2.419 -1.088 1.409
H -1.332 -3.541 1.914
H -2.778 4.314 0.346
H -2.447 3.566 -1.724
H -0.747 4.361 -0.538
N 4.337 1.386 3.165
C 3.638 1.204 2.262
C 2.765 0.987 1.131
C 3.303 0.782 -0.145
C 2.435 0.602 -1.215
C 1.066 0.631 -1.007
N 0.568 0.863 0.233
C 1.396 0.968 1.307
H 4.382 0.756 -0.277
H 2.811 0.442 -2.221
H 0.335 0.485 -1.803
H 0.911 1.031 2.280

Results
maximum force = 1.968 eV Å⁻¹
HOMO-LUMO gap (spin up / spin down) = 0.1692 / 0.1682 Ha
2S+1 = 4
E_HOMO (spin up / spin down) = -0.2094 / -0.2093 Ha
E = -1921.43346 Eh

=====

Entry 6:
# C11H12HoN7O4

A structure of composition C11H12HoN7O4 in a non-equilibrium geometry (ωB97M-V with the def2-TZVPD basis set, the OMol25 dataset).

Positions of all 35 atoms, in Å:
Ho 1.391 -0.127 0.324
C -2.751 -2.496 2.141
C -1.535 -1.697 1.794
N -1.363 -1.032 0.667
O -2.427 -1.086 -0.190
C -0.484 -1.470 2.730
C -0.662 -1.568 4.207
N 0.600 -0.960 2.072
O 1.544 -0.206 2.581
H -3.186 -2.914 1.237
H -3.505 -1.855 2.604
H -2.502 -3.294 2.837
H -2.402 -0.187 -0.572
H -1.602 -1.106 4.510
H 0.168 -1.061 4.695
H -0.673 -2.611 4.537
N 7.879 -1.936 1.138
C 6.920 -1.537 0.626
N 5.882 -1.094 -0.030
C 4.713 -0.764 0.221
N 3.588 -0.425 0.362
C -2.414 3.111 -3.036
N -1.156 2.439 -2.736
C -0.141 2.379 -3.637
C 0.952 1.619 -3.428
C 1.031 0.908 -2.185
O 1.921 0.059 -1.915
N 0.094 1.136 -1.221
C -1.082 1.749 -1.523
O -2.071 1.705 -0.796
H -2.297 3.712 -3.933
H -2.699 3.745 -2.199
H -3.206 2.378 -3.189
H -0.270 2.963 -4.538
H 1.745 1.522 -4.152

Results
maximum force = 5.997 eV Å⁻¹
HOMO-LUMO gap (spin up / spin down) = 0.2863 / 0.2886 Ha
2S+1 = 5
E_HOMO (spin up / spin down) = -0.3197 / -0.3201 Ha
E = -2058.68194 Eh

=====

Entry 7:
# C11H12N2O

An isolated molecule of C11H12N2O in a non-equilibrium geometry (ωB97M-V with the def2-TZVPD basis set, the OMol25 dataset).

Positions of all 26 atoms, in Å:
C -1.128 1.176 -0.857
C 1.833 -1.623 0.337
C 1.294 -1.087 1.813
C 0.749 -1.761 -0.686
C 1.878 -0.116 -0.087
C -0.219 -1.074 1.841
C 1.212 0.316 1.276
C 0.744 -0.458 -1.053
C -0.291 0.134 1.238
C -0.340 0.335 -3.052
C -2.094 1.593 1.376
N -0.123 0.532 -1.593
N -1.058 1.024 0.469
O -1.990 1.891 -1.322
H 2.726 -2.224 0.609
H 1.946 -1.586 2.569
H 0.069 -2.465 -1.078
H 2.818 0.219 -0.439
H -1.095 -1.765 2.108
H 1.679 1.081 1.716
H -0.153 -0.774 -3.236
H -1.473 0.522 -3.118
H 0.319 0.946 -3.550
H -2.416 2.378 0.826
H -3.076 0.953 1.522
H -1.812 1.832 2.371

Results
maximum force = 5.502 eV Å⁻¹
HOMO-LUMO gap = 0.3515 Ha
SMILES string = CN1C(=O)N(C)C2=C[C@H]3[C@H]4C=C1[C@H]4[C@@H]23
E_HOMO = -0.3181 Ha
E = -610.90126 Eh

=====

Entry 8:
# C11H12N2O

An isolated molecule of C11H12N2O in a non-equilibrium geometry (ωB97M-V with the def2-TZVPD basis set, the OMol25 dataset).

Positions of all 26 atoms, in Å:
C 0.127 2.739 2.446
C -0.085 1.468 2.868
C 0.092 3.034 1.083
C -0.470 0.497 1.971
C -0.301 2.126 0.173
C -0.575 0.785 0.588
C 0.843 -0.639 -1.586
C 0.891 -2.049 -1.449
C -0.923 -0.295 -0.385
C 2.101 -2.761 -1.011
C -2.103 -0.085 -1.369
N -0.144 -2.510 -0.478
N -0.904 -1.739 0.043
O 1.292 0.246 -2.260
H 0.423 3.450 3.303
H -0.131 1.415 3.933
H 0.143 4.055 0.644
H -0.663 -0.499 2.254
H -0.355 2.330 -0.944
H 0.711 -2.482 -2.392
H 2.715 -2.948 -1.816
H 1.724 -3.736 -0.733
H 2.640 -2.321 -0.209
H -2.412 1.028 -1.334
H -2.857 -0.651 -0.941
H -1.780 -0.458 -2.397

Results
maximum force = 4.981 eV Å⁻¹
HOMO-LUMO gap = 0.3020 Ha
E_HOMO = -0.2829 Ha
E = -610.95571 Eh